# 1
DFT (the ωB97M-V functional and the def2-TZVPD basis) results for 6 unconnected molecules or ions with the total composition C5H21NO7 in a non-equilibrium geometry.

Element x y z (Å)
1 O 0.88104 1.30694 1.91458
2 O -0.17442 -3.57845 1.19227
3 O 0.68401 -2.06333 -2.40562
4 O 3.20857 0.94794 3.17981
5 O -2.46791 -1.79225 -1.34987
6 O 0.99764 0.40072 -3.89538
7 O -1.44308 2.28375 3.46544
8 N -1.21533 0.03755 -0.73448
9 C -0.31032 1.31035 1.06741
10 C 0.00674 0.74496 -0.38187
11 C -1.51086 -1.36012 -0.77206
12 C -2.28201 0.90854 -1.26053
13 C 1.31172 -0.09368 -0.36539
14 H -2.68283 0.48755 -2.20109
15 H -0.48321 2.17918 3.43793
16 H -0.57638 2.37122 1.28992
17 H -1.07497 0.80285 1.62683
18 H 1.49626 -0.23823 -3.35487
19 H 3.53216 1.28404 2.33560
20 H -2.02512 1.96640 -1.40575
21 H 0.01706 -2.11560 -3.11612
22 H -1.67813 2.82340 2.70799
23 H 0.27594 -2.87072 1.66090
24 H -3.20604 0.71994 -0.70537
25 H 1.69198 -0.36157 -1.35247
26 H 1.20521 -1.13522 -0.06295
27 H -0.22117 -4.39718 1.69993
28 H -0.78089 -1.84249 -0.14614
29 H 2.24927 0.81025 3.06939
30 H 2.20365 0.23817 0.17349
31 H 0.11564 0.24590 -3.53299
32 H 0.47625 -2.93465 -2.03036
33 H 1.62388 1.34510 1.31458
34 H 0.15568 1.56873 -1.06279

Atoms 1-2, force components in eV/Å:
O -0.520 -0.542 0.024
O -0.226 -0.039 -0.705

Properties
**Calculated total energy**: -784.45675 Ha
**HOMO level**: -9.4 eV
**Energy relative to the best compared isomer or geometry (same formula, charge and spin)**: 335.0 kJ/mol
**Structure (SMILES)**: C[C@H](CO)N(C)C=O.O.O.O.O.O
**Molar mass**: 207.22 g/mol
**E_LUMO**: 0.1 eV
**Net charge**: 0



# 2
DFT (the ωB97M-V functional and the def2-TZVPD basis) results for 5 unconnected molecules or ions with the total composition C5H22N2O5 in a non-equilibrium geometry.

Element x y z (Å)
1 O -2.23451 3.18752 0.03380
2 O 1.89925 -1.03390 -2.73472
3 O -0.26177 0.82466 2.36921
4 O 2.01916 2.86099 1.54474
5 O -2.71310 0.29511 2.70110
6 N 0.22759 -1.79393 1.23524
7 N -0.89317 -0.68118 -2.17164
8 C -0.93103 -0.77820 -0.72742
9 C -0.06117 0.48469 -2.56828
10 C 0.15455 -1.85596 -0.25235
11 C 1.45591 0.29923 -2.56997
12 C 1.52602 -2.04836 1.82432
13 H 2.44324 2.88792 0.67434
14 H -1.88588 -1.15506 -0.38581
15 H 1.96256 0.91632 -3.34492
16 H 1.91434 0.71250 -1.63070
17 H -2.27046 1.15059 2.79651
18 H 1.17524 -1.51320 -3.18517
19 H -0.78995 0.11255 -0.14684
20 H 1.51408 -2.47460 2.83374
21 H -0.49677 -2.48008 1.53728
22 H 1.06294 -1.58135 -0.77634
23 H 2.11191 -2.59792 1.06053
24 H -0.35952 1.30182 -1.89365
25 H -1.80989 -0.44384 -2.55659
26 H 0.00532 0.69415 3.28747
27 H -0.16970 -2.85420 -0.54356
28 H -0.30961 1.01815 -3.55039
29 H -2.81398 2.70648 0.64101
30 H -2.75398 0.25863 1.73597
31 H -0.24934 -0.06380 1.97857
32 H 2.00379 1.89369 1.58216
33 H -2.48795 2.81993 -0.82134
34 H 2.01586 -1.06936 2.02370

Atoms 1-2, force components in eV/Å:
O -0.352 -0.432 -0.075
O -0.734 -0.361 -0.375

Properties
**Calculated total energy**: -689.33045 Ha
**HOMO level**: -9.3 eV
**Energy relative to the best compared isomer or geometry (same formula, charge and spin)**: 242.1 kJ/mol
**Structure (SMILES)**: CNCCNCCO.O.O.O.O
**Molar mass**: 190.24 g/mol
**E_LUMO**: 0.4 eV
**Net charge**: 0



# 3
DFT (the ωB97M-V functional and the def2-TZVPD basis) results for 5 unconnected molecules or ions with the total composition C5H22N3O4 in a non-equilibrium geometry.

Element x y z (Å)
1 O 0.77582 0.16019 2.77436
2 O 3.48183 1.48338 0.25550
3 O 1.00661 -2.31259 1.65790
4 O -0.89278 3.70192 0.26670
5 N 0.66486 -1.00133 -1.42916
6 N -0.56637 0.74567 0.34274
7 N 2.84785 -0.50253 -1.86458
8 C -2.89463 0.15045 0.97807
9 C -0.69352 -1.30305 -1.91207
10 C 1.68300 -1.08377 -2.20730
11 C -1.88070 0.16658 -0.16935
12 C -1.64274 -1.22673 -0.71015
13 H 2.95335 1.23481 1.03672
14 H 3.46786 2.45068 0.24534
15 H 0.94874 0.41504 3.68548
16 H 1.01982 -2.31060 0.67717
17 H -1.75602 4.14740 0.39612
18 H 0.18829 0.32595 -0.26389
19 H -0.67242 1.75765 0.36839
20 H -1.24200 -1.84583 0.08745
21 H -2.58689 -1.70171 -0.95027
22 H -3.88913 0.17464 0.56392
23 H 3.71811 -0.91189 -2.15749
24 H -2.73630 -0.70410 1.63199
25 H 1.16450 -0.72655 2.62657
26 H -2.24999 0.83827 -0.92875
27 H -0.52061 0.36717 1.28670
28 H -2.79254 1.04981 1.58933
29 H 2.86384 -0.01132 -0.97230
30 H -0.60700 4.08598 -0.57015
31 H 1.58500 -1.52120 -3.20917
32 H -0.99771 -0.55082 -2.63677
33 H 0.92846 -3.24958 1.88131
34 H -0.67657 -2.29197 -2.37036

Atoms 1-2, force components in eV/Å:
O 0.255 -0.097 -0.191
O -0.573 -0.042 0.514

Properties
**Calculated total energy**: -668.75026 Ha
**HOMO level**: -12.4 eV
**Energy relative to the best compared isomer or geometry (same formula, charge and spin)**: 22.2 kJ/mol
**Molar mass**: 188.25 g/mol
**E_LUMO**: -2.4 eV
**Net charge**: +1



# 4
DFT (the ωB97M-V functional and the def2-TZVPD basis) results for 6 unconnected molecules or ions with the total composition C5H22NO7 in a non-equilibrium geometry.

Element x y z (Å)
1 O -0.15528 -4.37947 -0.73214
2 O 0.34103 2.17905 -0.30121
3 O -4.23194 -0.51320 0.73223
4 O 2.48950 0.64584 -2.79880
5 O 0.31936 2.75702 3.19734
6 O 0.17563 3.52461 -2.44650
7 O -0.59641 -1.71626 -0.84934
8 N -0.92678 0.57985 0.84137
9 C 0.44605 -0.78365 -0.45545
10 C -0.86921 1.70614 -0.15759
11 C 0.34151 -0.19288 1.00105
12 C 0.11816 -1.29861 2.00429
13 C 1.78612 -1.51308 -0.65911
14 H 0.55009 -4.20086 -0.10903
15 H -1.48612 1.32711 -1.03914
16 H 0.82698 -2.07537 2.14208
17 H -0.84236 -1.75752 1.74678
18 H -0.14667 -0.77949 2.90961
19 H -0.21922 2.80021 -2.94220
20 H 0.24816 -0.01937 -1.22634
21 H -1.39039 -1.36754 -0.39038
22 H 2.98188 1.38174 -3.17875
23 H -1.56335 2.41502 0.27576
24 H 1.79143 -2.59625 -0.73993
25 H 0.11731 2.97594 2.28137
26 H 1.16411 0.54133 1.21195
27 H -0.54325 -3.52207 -0.99525
28 H -3.80746 -0.32025 -0.11100
29 H -3.46553 -0.70024 1.28690
30 H 0.96903 2.04928 3.12749
31 H 0.32074 3.20179 -1.51410
32 H 2.19204 -1.38444 -1.64925
33 H 1.82968 1.01022 -2.17546
34 H 2.47074 -1.01006 0.00615
35 H -1.23557 1.03545 1.70659

Atoms 1-2, force components in eV/Å:
O -0.432 -0.365 -0.399
O 0.188 0.365 0.038

Properties
**Calculated total energy**: -784.98858 Ha
**HOMO level (alpha / beta)**: -10.8 / -10.7 eV
**Spin multiplicity**: 2
**Energy relative to the best compared isomer or geometry (same formula, charge and spin)**: 116.4 kJ/mol
**Molar mass**: 208.23 g/mol
**E_LUMO (alpha / beta)**: 0.0 / -3.9 eV
**Net charge**: 0



# 5
DFT (the ωB97M-V functional and the def2-TZVPD basis) results for 5 unconnected molecules or ions with the total composition C5H23N2O4 in a non-equilibrium geometry.

Element x y z (Å)
1 O -2.11480 1.78747 -1.34424
2 O 0.37967 1.55139 -0.34711
3 O 1.16428 2.49982 -2.76587
4 O 0.24598 2.80522 1.98045
5 N -0.56548 -0.40818 1.33133
6 N 0.57627 -2.55948 0.17496
7 C -1.42808 -1.20216 0.42039
8 C -0.86065 -2.63161 0.23209
9 C 2.52508 -1.55280 -0.83893
10 C 1.06706 -1.92459 -1.06014
11 C -1.04672 -0.33229 2.72155
12 H -2.63176 2.58427 -1.53226
13 H 2.61165 -0.62643 -0.27034
14 H 0.87739 -2.44932 -2.00168
15 H -2.44086 -1.23225 0.81435
16 H -0.54147 3.33509 1.83450
17 H 0.12433 2.05009 -1.13621
18 H -1.31544 -2.92375 -0.71873
19 H -1.21008 -1.31029 3.16203
20 H -1.97712 0.23547 2.68012
21 H 0.54070 -0.97085 -1.15600
22 H -0.41230 0.23382 3.39793
23 H 0.46086 2.16717 -3.33217
24 H 1.20626 -3.30396 0.42650
25 H 0.80955 2.16381 0.28263
26 H 1.70461 1.75832 -2.47201
27 H -1.99759 1.48238 -2.25134
28 H 0.95655 3.46085 1.98902
29 H 0.32609 -0.94318 1.27635
30 H 3.13303 -1.43298 -1.70869
31 H -0.36806 0.51764 0.91236
32 H -1.54904 -0.69498 -0.53353
33 H 3.10966 -2.33326 -0.33646
34 H -1.27258 -3.25916 1.02092

Atoms 1-2, force components in eV/Å:
O -0.380 0.432 -0.752
O 0.650 -0.333 0.549

Properties
**Calculated total energy**: -614.53396 Ha
**HOMO level**: -12.7 eV
**Energy relative to the best compared isomer or geometry (same formula, charge and spin)**: 138.6 kJ/mol
**Molar mass**: 175.25 g/mol
**E_LUMO**: -2.6 eV
**Net charge**: +1



# 6
DFT (the ωB97M-V functional and the def2-TZVPD basis) results for 9 unconnected molecules or ions with the total composition C5H23O10 in a non-equilibrium geometry.

Element x y z (Å)
1 O -2.04312 -1.96914 0.06356
2 O -1.00631 1.71016 -3.13908
3 O 0.17198 -3.59773 -1.75778
4 O 4.00681 -0.26084 2.10243
5 O -3.30893 0.46837 1.17425
6 O 0.63534 -1.57937 2.09128
7 O -1.73709 4.07848 -1.90321
8 O 2.14427 -2.20481 -0.11160
9 O -0.77161 -0.85981 -2.14163
10 O -1.33795 -0.63311 2.51899
11 C 0.58677 0.88432 0.28875
12 C 0.39770 0.82443 1.78085
13 C 1.15730 2.18797 -0.22019
14 C -0.11361 -0.59490 2.15587
15 C 2.05203 2.29124 -1.19616
16 H -1.82069 3.12064 -2.07688
17 H -0.32536 1.52946 2.18443
18 H -2.99304 1.13260 0.54810
19 H 0.81400 3.08621 0.28947
20 H -0.08415 1.87152 -2.91390
21 H -1.19141 0.76382 -2.97246
22 H 2.01828 -3.14860 0.03190
23 H 1.71882 -1.79687 0.68013
24 H 2.47912 1.45959 -1.73882
25 H -1.39466 -1.52342 -1.80018
26 H 1.26454 0.11228 -0.05418
27 H -1.10068 4.15100 -1.18586
28 H 2.42504 3.28565 -1.41968
29 H -2.88179 -1.47850 0.11915
30 H -1.71980 -1.76536 0.96668
31 H 1.28220 0.97961 2.38973
32 H 3.27391 0.36666 2.08646
33 H -0.66008 -3.63791 -1.26383
34 H 0.57175 -2.81021 -1.35219
35 H -0.39557 -1.30323 -2.91374
36 H 3.98519 -0.55553 1.17802
37 H -2.45246 0.10981 1.54245
38 H -0.32414 0.66122 -0.27497

Atoms 1-2, force components in eV/Å:
O -0.614 0.079 0.328
O -0.466 -0.146 -0.284

Properties
**Calculated total energy**: -956.82074 Ha
**HOMO level**: -6.2 eV
**Energy relative to the best compared isomer or geometry (same formula, charge and spin)**: 0.0 kJ/mol
**Molar mass**: 243.23 g/mol
**E_LUMO**: 2.9 eV
**Net charge**: -1